{
  "formula": "C34H70BFNO15PS2",
  "method": "wB97M-V/def2-TZVPD",
  "species": ["C", "C", "C", "N", "C", "C", "C", "B", "O", "O", "C", "C", "C", "C", "C", "F", "C", "P", "O", "O", "S", "C", "O", "C", "C", "C", "O", "C", "S", "C", "O", "H", "H", "H", "H", "H", "H", "H", "H", "H", "H", "H", "H", "H", "H", "H", "H", "H", "H", "H", "H", "H", "H", "C", "C", "O", "H", "H", "H", "H", "H", "H", "C", "C", "O", "H", "H", "H", "H", "H", "H", "C", "C", "O", "H", "H", "H", "H", "H", "H", "C", "C", "O", "H", "H", "H", "H", "H", "H", "C", "C", "O", "H", "H", "H", "H", "H", "H", "C", "C", "O", "H", "H", "H", "H", "H", "H", "C", "C", "O", "H", "H", "H", "H", "H", "H", "C", "C", "O", "H", "H", "H", "H", "H", "H"],
  "xyz": [[-0.023828, -3.973015, 1.337316], [-0.091057, -4.523374, -0.093947], [0.965687, -3.987810, -1.056452], [0.546327, -2.776435, -1.776203], [-0.379716, -1.929326, -1.104055], [-1.727350, -2.070580, -1.520815], [-2.097032, -2.983674, -2.655216], [-2.756627, -4.372236, -2.231383], [-3.631974, -4.530368, -1.186097], [-2.501345, -5.508199, -2.952520], [-2.706529, -1.368996, -0.817408], [-2.364554, -0.558094, 0.274420], [-1.044356, -0.367198, 0.657923], [-0.808020, 0.490121, 1.886191], [-0.655541, 1.996643, 1.669814], [0.280796, -0.042515, 2.578795], [-0.024921, -1.038594, -0.065622], [1.762353, -0.743583, 0.331421], [2.680061, -1.523144, -0.711250], [2.101894, -1.555671, 1.656780], [2.224093, 1.115461, 0.265420], [-3.500798, 0.088675, 0.994630], [-3.437833, 1.178253, 1.516907], [-4.779098, -0.690720, 1.060512], [-5.639182, -0.527561, 2.271628], [-5.499172, -1.706967, 3.216941], [-6.212035, -1.882064, 4.162886], [-5.089784, -1.449825, 0.000716], [-6.604413, -2.326191, -0.100021], [-4.155032, -1.484724, -1.161222], [-4.585559, -1.603394, -2.287074], [-0.429874, -4.714531, 2.024863], [-0.621581, -3.074582, 1.476202], [1.013398, -3.810478, 1.629549], [-1.092509, -4.397692, -0.489619], [0.065547, -5.602564, -0.034299], [1.166967, -4.759843, -1.804597], [1.903205, -3.841226, -0.510085], [1.325830, -2.261354, -2.143749], [-2.818474, -2.470105, -3.290086], [-1.229579, -3.193133, -3.277185], [-3.556909, -3.839399, -0.521011], [-1.707263, -5.421477, -3.484545], [-1.666651, 0.347011, 2.540040], [0.337202, 2.314660, 1.966794], [-1.430540, 2.518156, 2.226620], [-0.799474, 2.250645, 0.620958], [2.742010, -0.973227, -1.537342], [2.727341, -2.274302, 1.501587], [-6.689994, -0.401455, 2.008360], [-5.351594, 0.373617, 2.816250], [-4.667581, -2.405070, 2.995859], [-6.185021, -3.362353, -0.836626], [1.471612, 6.227230, 0.385994], [1.911723, 4.925078, -0.254799], [0.919585, 4.407890, -1.142235], [0.538936, 6.080384, 0.932180], [2.227555, 6.607883, 1.073052], [1.293442, 6.993027, -0.372959], [2.071512, 4.155732, 0.499174], [2.852816, 5.061947, -0.799920], [0.769858, 5.067967, -1.825580], [-3.515118, -5.835935, 5.081244], [-2.955707, -4.695558, 4.252761], [-3.057740, -4.948646, 2.851054], [-2.996714, -6.765880, 4.845649], [-3.405126, -5.633691, 6.147322], [-4.577042, -5.983829, 4.870615], [-1.894316, -4.554061, 4.450764], [-3.467498, -3.759122, 4.498821], [-3.988899, -5.058256, 2.633607], [1.165263, -1.341563, 6.248168], [1.457178, -2.456871, 5.265001], [0.403994, -2.637703, 4.323138], [0.248718, -1.553579, 6.802431], [1.987101, -1.223456, 6.953599], [1.035166, -0.394489, 5.724137], [1.577593, -3.409972, 5.780553], [2.388867, -2.243083, 4.726629], [0.325161, -1.794815, 3.862054], [5.743815, 0.518340, 5.302472], [4.388616, 0.941923, 4.767230], [3.373698, 0.891782, 5.766886], [5.691325, -0.491527, 5.710951], [6.499123, 0.539000, 4.515675], [6.069171, 1.185159, 6.104769], [4.058149, 0.268868, 3.977050], [4.444377, 1.950479, 4.344694], [3.620447, 1.495141, 6.474479], [-6.939325, 0.750918, -4.298754], [-6.106062, 1.533060, -3.301010], [-6.305065, 1.080786, -1.966826], [-7.997967, 0.825910, -4.048224], [-6.791674, 1.125625, -5.312966], [-6.664557, -0.305948, -4.279294], [-6.386234, 2.585822, -3.305339], [-5.043517, 1.464238, -3.561459], [-6.050207, 0.151966, -1.942785], [3.754450, -0.260710, -5.160922], [3.174071, -1.120641, -4.058499], [2.647342, -0.322754, -2.986606], [4.540428, 0.384472, -4.772526], [4.171902, -0.876523, -5.957275], [2.986622, 0.382821, -5.591121], [3.942328, -1.749865, -3.610611], [2.387453, -1.773272, -4.452107], [1.955051, 0.249236, -3.334944], [3.177183, 2.794592, -9.157372], [3.206292, 2.192574, -7.765200], [4.533379, 2.054851, -7.262656], [3.759656, 2.182523, -9.846090], [2.155352, 2.867559, -9.531584], [3.610864, 3.797199, -9.153931], [2.785059, 1.188418, -7.778440], [2.609710, 2.801859, -7.076604], [4.920919, 2.935165, -7.236262], [5.991056, 8.741757, 0.645713], [4.655219, 8.871577, -0.061671], [3.565269, 8.959347, 0.850354], [5.992919, 7.864311, 1.292732], [6.807539, 8.649490, -0.071643], [6.183753, 9.617093, 1.270387], [4.458807, 7.990764, -0.672139], [4.658652, 9.745834, -0.721731], [3.696784, 9.737957, 1.399794]],
  "forces_ev_per_a": [[-0.19, -0.55, -0.10], [0.36, -0.28, 0.43], [-0.23, -0.18, -0.21], [-0.31, 0.00, -0.08], [-0.11, 0.15, 0.15], [-0.06, 0.30, 0.07], [0.10, -0.08, 0.03], [0.04, -0.07, -0.12], [0.09, 0.00, 0.04], [0.01, 0.02, 0.22], [0.34, -0.13, -0.05], [-0.20, -0.04, -0.23], [0.23, 0.18, -0.25], [-0.34, 0.12, 0.04], [-0.16, -0.10, -0.26], [0.18, 0.07, 0.20], [-0.02, -0.29, -0.01], [0.31, 0.66, -0.20], [-0.16, -0.30, 0.22], [0.03, -0.21, 0.15], [-0.20, 0.18, 0.12], [-0.26, 0.03, -0.05], [0.02, -0.07, 0.14], [0.09, 0.05, -0.28], [-0.09, 0.13, -0.15], [0.01, -0.04, 0.01], [-0.10, -0.02, 0.07], [0.11, -0.27, 0.40], [-0.35, 0.10, 0.17], [0.00, 0.08, -0.05], [0.00, 0.03, -0.03], [-0.07, 0.05, 0.03], [0.24, 0.13, 0.05], [-0.15, 0.19, 0.08], [-0.11, -0.03, -0.13], [-0.02, -0.02, -0.05], [0.03, 0.06, -0.07], [-0.01, 0.12, 0.03], [0.12, -0.08, 0.11], [-0.11, -0.09, -0.01], [0.17, 0.09, 0.15], [-0.06, 0.03, 0.00], [-0.14, 0.04, -0.24], [0.20, -0.16, 0.12], [0.04, 0.01, 0.07], [0.15, 0.03, 0.12], [0.15, 0.05, -0.03], [0.16, 0.04, 0.08], [0.01, 0.04, -0.06], [-0.04, -0.07, 0.07], [0.08, 0.01, -0.01], [0.06, -0.03, -0.05], [0.21, 0.09, -0.18], [-0.06, -0.07, 0.01], [-0.11, 0.11, -0.13], [0.05, -0.06, 0.05], [0.01, -0.02, 0.03], [0.01, 0.04, -0.03], [0.06, 0.03, 0.01], [-0.02, -0.05, -0.03], [0.05, -0.01, 0.08], [-0.04, 0.01, 0.01], [0.00, -0.05, -0.10], [-0.04, -0.02, -0.01], [-0.01, 0.10, -0.07], [0.03, 0.01, 0.02], [-0.01, 0.02, 0.00], [-0.02, 0.03, 0.04], [0.02, 0.05, -0.03], [0.03, 0.02, 0.08], [-0.02, -0.09, 0.01], [-0.20, -0.09, 0.05], [0.03, 0.06, -0.10], [0.03, 0.05, 0.17], [0.01, -0.05, 0.00], [0.02, 0.04, -0.01], [0.08, 0.03, 0.00], [-0.02, -0.03, -0.02], [0.05, -0.03, 0.07], [-0.09, -0.02, -0.24], [-0.06, -0.05, 0.07], [0.00, 0.08, 0.07], [0.09, -0.02, -0.04], [0.01, -0.01, -0.02], [0.00, 0.01, -0.01], [0.03, 0.03, -0.03], [-0.04, 0.02, -0.02], [0.01, -0.03, -0.07], [-0.01, 0.01, 0.00], [-0.06, -0.03, 0.06], [0.05, -0.11, 0.01], [0.02, 0.03, 0.03], [0.00, 0.03, -0.02], [0.01, 0.00, 0.00], [0.03, 0.01, -0.02], [0.02, 0.02, 0.02], [0.00, 0.06, -0.03], [-0.08, -0.08, -0.06], [-0.01, 0.05, 0.20], [0.01, -0.02, -0.24], [0.06, -0.09, -0.43], [0.03, -0.01, -0.02], [-0.02, 0.00, -0.01], [-0.02, -0.02, -0.04], [-0.02, 0.01, 0.06], [0.02, -0.02, 0.05], [0.00, 0.13, 0.19], [0.09, -0.04, 0.00], [0.07, 0.14, -0.03], [-0.12, 0.02, -0.07], [-0.02, -0.02, -0.01], [-0.01, 0.01, 0.01], [-0.04, 0.02, 0.01], [0.00, -0.03, 0.01], [-0.06, -0.05, 0.00], [0.08, -0.03, 0.03], [-0.06, -0.04, 0.07], [0.01, 0.11, 0.08], [0.04, -0.04, -0.02], [0.01, -0.02, -0.02], [0.00, 0.01, -0.01], [0.03, 0.02, -0.03], [-0.03, 0.00, -0.01], [0.02, -0.04, -0.06], [-0.01, 0.00, 0.02]],
  "total_energy_ha": -3783.4082,
  "smiles": "CCCNc1c(CB(O)O)c2c(c([C@H](C)F)c1P(O)(O)=S)C(=O)C(CC=O)=C(S)C2=O.CCO.CCO.CCO.CCO.CCO.CCO.CCO.CCO",
  "total_charge": 0,
  "multiplicity": 1
}